# C34H88N4O14

A cluster of 8 separate species, C34H88N4O14 in total (wB97M-V/def2-TZVPD, the Open Molecules 2025 dataset).

Last column: Löwdin charge in e.
Positions of all 140 atoms, in Å:
C: 5.36020 -5.97976 -1.11730  -0.25
C: 4.17709 -6.55712 -0.19911  -0.19
O: 2.99434 -6.34399 -0.97688  -0.08
O: 5.57988 -6.79759 -2.24143  -0.08
H: 6.30770 -5.83870 -0.59725  0.10
H: 5.22801 -4.98107 -1.53353  0.11
H: 4.07751 -5.90550 0.66898  0.11
H: 4.36656 -7.57121 0.15277  0.11
H: 3.00892 -6.94309 -1.72686  0.08
H: 6.20255 -6.27692 -2.75406  0.08
C: 9.95606 -1.85881 3.47077  -0.22
C: 10.15182 -2.53873 4.87474  -0.25
O: 10.25060 -3.92802 4.83060  -0.07
O: 10.05768 -0.43847 3.56994  -0.09
H: 8.91868 -2.08071 3.22035  0.11
H: 10.71718 -2.09649 2.72759  0.12
H: 9.28292 -2.29865 5.48750  0.11
H: 11.07334 -2.29156 5.40182  0.12
H: 9.46337 -4.30111 4.42727  0.08
H: 9.54414 -0.07955 2.84258  0.08
C: -1.10759 -9.74632 6.99225  -0.07
O: -0.63103 -9.21170 5.73194  -0.18
C: -1.13415 -7.93920 5.39088  -0.26
C: -0.10220 -6.87627 5.48172  -0.23
N: 0.68459 -6.75385 6.74787  -0.04
C: -0.09338 -5.92640 7.69092  -0.19
C: 0.91873 -5.64434 8.83811  -0.21
O: 0.96189 -6.68891 9.81019  -0.18
C: 1.90407 -7.71382 9.61315  -0.12
H: -0.86975 -9.14559 7.87012  0.07
H: -0.68039 -10.74891 7.01242  0.09
H: -2.19311 -9.82271 6.92966  0.08
H: -1.91141 -7.42725 5.95823  0.12
H: -1.47304 -8.03691 4.35952  0.13
H: -0.53185 -5.88864 5.31417  0.11
H: 0.60242 -7.12513 4.68820  0.11
H: 0.73844 -7.72866 7.00660  0.07
H: -0.91591 -6.47749 8.14683  0.11
H: -0.46900 -4.99901 7.25856  0.12
H: 0.48472 -4.73529 9.25449  0.11
H: 1.90382 -5.34138 8.48325  0.12
H: 1.64419 -8.35617 8.77175  0.06
H: 1.84579 -8.38207 10.47230  0.09
H: 2.91484 -7.34090 9.44773  0.09
C: -10.97811 -3.32154 -3.32839  -0.14
O: -11.15678 -1.96632 -3.27561  -0.20
C: -10.60491 -1.20146 -2.25735  -0.23
C: -9.05809 -1.12570 -2.21818  -0.14
N: -8.53382 -0.11738 -3.20300  -0.08
C: -8.82620 -0.20961 -4.60326  -0.24
C: -9.17597 1.11852 -5.16206  -0.24
O: -9.48079 0.95067 -6.55033  -0.17
C: -9.33563 2.22725 -7.22997  -0.09
H: -11.63938 -3.82011 -4.03709  0.09
H: -11.05192 -3.91656 -2.41812  0.10
H: -10.08308 -3.49643 -3.92541  0.08
H: -11.03871 -1.45629 -1.29040  0.11
H: -11.02600 -0.22773 -2.50762  0.12
H: -8.70810 -2.09527 -2.57247  0.11
H: -8.73134 -0.85162 -1.21507  0.11
H: -8.87572 0.79814 -2.94801  0.08
H: -9.65291 -0.91740 -4.66407  0.11
H: -8.00671 -0.73512 -5.09356  0.12
H: -8.36488 1.79467 -4.89178  0.13
H: -10.06399 1.53059 -4.68275  0.13
H: -10.03433 2.94139 -6.79416  0.08
H: -9.55988 2.11093 -8.29029  0.08
H: -8.32601 2.62319 -7.12043  0.08
C: 6.17130 2.38854 0.08088  -0.11
O: 5.51489 1.23408 0.64295  -0.22
C: 4.05255 1.29794 0.43955  -0.19
C: 3.45680 0.12943 1.20813  -0.22
N: 2.01192 0.32991 1.29216  -0.09
C: 1.30450 -0.69045 2.13564  -0.15
C: -0.27868 -0.52633 1.91645  -0.26
O: -0.54574 -0.80921 0.61781  -0.20
C: -1.86386 -1.15676 0.24332  -0.08
H: 5.65182 3.32726 0.27332  0.08
H: 6.20733 2.21294 -0.99428  0.09
H: 7.10090 2.50359 0.63829  0.08
H: 3.81153 1.30475 -0.62345  0.12
H: 3.73204 2.27117 0.81129  0.11
H: 3.90654 -0.04964 2.18475  0.12
H: 3.65989 -0.76727 0.62266  0.11
H: 1.58018 0.41467 0.38303  0.10
H: 1.73934 -0.49686 3.11622  0.11
H: 1.53794 -1.68340 1.75138  0.11
H: -0.67829 0.42110 2.27809  0.12
H: -0.61737 -1.26164 2.64631  0.11
H: -2.13528 -2.10423 0.70886  0.09
H: -1.92350 -1.16589 -0.84501  0.09
H: -2.52344 -0.42330 0.70709  0.09
C: 5.78100 9.34841 -0.26218  -0.16
O: 5.43267 8.86874 -1.49659  -0.16
C: 6.16657 9.48283 -2.55472  -0.21
C: 5.63854 10.83942 -3.04713  -0.20
N: 4.18627 10.82238 -3.26248  -0.09
C: 3.54122 11.78215 -4.17761  -0.17
C: 1.96823 11.50747 -4.24551  -0.20
O: 1.63883 10.34115 -4.96191  -0.22
C: 0.30257 9.96183 -5.03738  -0.11
H: 4.94055 9.12890 0.39628  0.09
H: 5.88633 10.42542 -0.13156  0.08
H: 6.70218 8.99414 0.20044  0.09
H: 6.14926 8.94138 -3.50058  0.12
H: 7.23667 9.50438 -2.34855  0.12
H: 6.05163 11.06221 -4.03091  0.11
H: 5.81239 11.64411 -2.33274  0.11
H: 3.72186 9.95858 -3.50386  0.10
H: 4.08902 11.68056 -5.11446  0.11
H: 3.55190 12.81665 -3.83440  0.11
H: 1.45677 12.26822 -4.83524  0.11
H: 1.51005 11.58593 -3.25960  0.12
H: -0.19814 10.91506 -5.20687  0.08
H: 0.02319 9.57923 -4.05572  0.09
H: 0.14339 9.29810 -5.88722  0.09
C: -1.15522 6.60615 -0.40732  -0.08
C: -1.29763 5.77155 0.84893  -0.46
C: -2.12254 6.55734 1.96485  -0.05
O: -2.12611 4.73618 0.38546  -0.06
H: -0.70573 6.07967 -1.24927  0.08
H: -0.58512 7.51646 -0.22177  0.07
H: -2.09416 7.06149 -0.72221  0.08
H: -0.43780 5.43315 1.42710  0.13
H: -2.89034 7.30270 1.75744  0.07
H: -1.48877 7.03291 2.71337  0.06
H: -2.68017 5.83275 2.55824  0.07
H: -1.50805 4.19288 -0.10893  0.09
C: -4.16790 -3.87151 -5.28201  -0.08
C: -3.20140 -4.86573 -4.85098  -0.52
C: -3.31549 -6.16147 -5.53880  -0.07
O: -1.85157 -4.36974 -5.14732  -0.07
H: -4.24268 -3.70809 -6.35709  0.09
H: -3.79827 -2.90109 -4.95069  0.09
H: -5.13287 -4.20720 -4.90222  0.09
H: -3.22067 -4.84185 -3.76142  0.14
H: -4.26225 -6.64056 -5.28937  0.08
H: -2.60572 -6.87292 -5.11669  0.08
H: -3.33054 -6.11327 -6.62763  0.09
H: -1.28149 -4.50056 -4.38607  0.08

Cartesian forces (eV/Å) of the 2 atoms listed first:
C 0.0258 -0.0993 1.2388
C 1.1576 2.2891 -2.1130

The value obtained for the calculated total energy is -71297.6117 eV. As for the HOMO-LUMO gap: 8.600 eV. The relative energy (zero: lowest compared OMol25 entry of this formula, charge and spin) comes out at 126.2 kcal per mole.